16
Properties=species:S:1:pos:R:3:forces:R:3 method="wB97M-V/def2-TZVPD" de_lowest_ev=3.371 total_energy_ha=-342.0700 homo_energy_ev=-7.476 multiplicity=1 total_charge=0 homo_lumo_gap_ev=8.2
C 0.828 -0.327 -0.748 -3.57 -0.24 -1.14
N 1.672 0.058 0.327 -0.31 0.01 0.94
O 1.285 -1.567 -1.220 0.31 -0.97 -0.66
O 0.894 0.625 -1.755 1.02 1.02 -0.42
H 0.721 -1.784 -1.977 0.28 -0.05 0.21
H 1.754 1.070 -1.651 -0.26 0.03 -0.46
H -0.576 -0.392 -0.617 4.50 0.41 0.59
H 1.625 -0.660 1.045 0.10 0.12 0.02
H 2.641 0.052 0.003 -0.04 -0.07 -0.06
C -1.421 0.935 1.207 0.07 -0.20 -0.15
N -1.559 -0.349 0.529 -5.63 1.33 -2.39
H -1.061 -1.159 0.860 -1.08 -0.32 0.32
H -2.652 -0.333 -0.041 4.50 -1.18 2.80
H -1.440 1.720 0.448 0.07 0.06 0.01
H -2.256 1.111 1.886 0.24 0.09 0.30
H -0.453 0.999 1.705 -0.20 -0.03 0.08


46
Properties=species:S:1:pos:R:3:forces:R:3 method="wB97M-V/def2-TZVPD" total_energy_ha=-1308.4459 smiles="CN(C(=O)Cn1nnc(-c2cccc(C(F)(F)F)c2)n1)C1CCCCC1" homo_energy_ev=-9.154 multiplicity=1 total_charge=0 homo_lumo_gap_ev=9.6
C 2.949 0.988 2.466 -0.12 0.16 0.28
N 2.563 0.493 1.164 0.27 -0.14 -0.03
C 1.409 0.862 0.576 -0.17 0.30 0.29
O 1.030 0.477 -0.508 -0.17 -0.02 -0.23
C 0.543 1.854 1.389 0.50 -0.26 -0.09
N -0.676 2.079 0.684 -0.67 0.13 -0.09
N -0.867 3.091 -0.124 0.97 0.59 0.06
N -2.036 2.953 -0.634 -0.61 0.04 -0.37
C -2.553 1.819 -0.117 0.95 0.04 0.50
N -1.694 1.257 0.730 -0.55 -0.41 -0.04
C -3.867 1.301 -0.436 -0.52 -0.24 -0.08
C -4.312 0.121 0.151 -0.12 0.10 -0.15
C -5.572 -0.360 -0.168 -0.02 -0.07 -0.02
C -6.393 0.323 -1.057 0.12 -0.07 0.10
C -5.940 1.496 -1.638 -0.09 -0.05 0.01
C -4.685 1.987 -1.332 0.15 -0.09 0.14
H -4.317 2.898 -1.776 0.00 0.08 -0.06
H -6.573 2.027 -2.332 -0.04 0.06 -0.06
H -7.372 -0.067 -1.292 -0.07 -0.03 -0.03
C -6.080 -1.612 0.487 -0.20 -0.23 0.25
F -5.101 -2.437 0.886 0.28 0.06 -0.03
F -6.812 -1.343 1.589 -0.02 0.19 0.05
F -6.880 -2.333 -0.317 -0.06 0.08 -0.25
H -3.671 -0.408 0.839 0.03 -0.07 0.05
H 1.052 2.814 1.485 -0.08 -0.10 0.09
H 0.307 1.439 2.371 0.02 0.17 -0.07
C 3.438 -0.475 0.492 -0.23 -0.12 -0.46
C 3.957 0.065 -0.842 0.27 -0.07 0.12
C 4.929 -0.935 -1.461 -0.21 0.03 -0.16
C 4.246 -2.284 -1.663 0.27 -0.07 0.18
C 3.715 -2.817 -0.337 -0.20 0.04 -0.16
C 2.741 -1.821 0.285 0.23 -0.10 0.14
H 2.376 -2.196 1.244 -0.06 0.02 0.02
H 1.887 -1.683 -0.377 -0.03 0.00 0.05
H 3.210 -3.772 -0.493 0.05 -0.05 0.06
H 4.551 -2.989 0.348 0.06 -0.08 0.03
H 4.951 -2.997 -2.096 -0.04 -0.02 -0.08
H 3.415 -2.165 -2.361 -0.04 -0.03 -0.09
H 5.288 -0.551 -2.417 0.09 0.02 0.02
H 5.795 -1.060 -0.805 0.10 -0.01 -0.01
H 4.453 1.025 -0.680 -0.03 0.05 0.00
H 3.115 0.223 -1.514 0.01 0.05 0.02
H 4.295 -0.633 1.155 -0.08 0.04 -0.02
H 2.942 2.079 2.494 0.05 -0.01 0.09
H 2.287 0.612 3.251 0.07 0.03 0.07
H 3.960 0.655 2.690 -0.05 0.04 -0.02


20
Properties=species:S:1:pos:R:3:forces:R:3 method="wB97M-V/def2-TZVPD" de_lowest_ev=2.318 total_energy_ha=-307.0811 homo_energy_ev="-18.652 / -18.670" multiplicity=2 total_charge=+2 s_squared=0.7544 homo_lumo_gap_ev="11.4 / 7.1"
C 1.643 1.173 -0.791 -0.84 0.39 0.00
C 1.299 -0.355 -0.938 0.40 0.26 1.26
C -0.144 -0.769 -0.556 -1.04 -0.03 -1.51
C -0.932 0.087 0.406 -0.73 -0.98 -1.05
C -1.669 -0.504 1.340 1.22 0.33 0.49
N -2.280 0.284 2.442 0.02 -0.30 0.33
N 1.716 -0.763 -2.242 1.55 0.93 0.23
H 1.459 1.809 -1.654 0.05 -0.22 -0.35
H 2.649 1.340 -0.424 0.12 -0.22 -0.10
H 0.918 1.522 -0.058 0.29 0.13 0.24
H 1.967 -0.823 -0.215 -0.05 -0.40 -0.22
H -0.141 -1.831 -0.310 0.11 0.10 0.35
H -0.746 -0.728 -1.477 0.13 0.01 -0.02
H -1.199 1.054 -0.017 0.51 0.55 0.92
H -1.645 -1.569 1.512 -0.03 -0.02 0.27
H -3.263 0.552 2.332 -0.03 0.13 -0.18
H -1.691 1.096 2.645 -0.34 0.32 -0.26
H -2.223 -0.252 3.318 -0.19 -0.17 -0.18
H 1.633 -0.135 -3.051 -0.90 -0.29 -0.05
H 2.649 -1.186 -2.261 -0.23 -0.53 -0.16